# 1
Entry from the Open Molecules 2025 dataset: a structure of composition C36H32BrN8O2Zr at a distorted geometry (wB97M-V/def2-TZVPD).

Properties
E_LUMO = -9.765 eV
gap between HOMO and LUMO = 5.29 eV
total energy = -125167.423 eV
F_max = 3.83 eV/A
total charge = +3
E_HOMO = -15.05 eV

Atoms and positions in Å:
Zr  8.9086  10.0438  11.7716
C  9.2305  13.5980  11.6258
C  10.5072  13.2850  12.4859
C  11.4286  12.2499  11.8428
C  12.6178  12.5501  11.1887
C  13.4400  11.5906  10.5955
C  13.1880  10.2451  10.9998
C  12.0987  9.9747  11.8234
N  11.1340  10.9136  12.0215
N  8.1691  12.5331  11.7340
C  7.4608  12.7534  13.0295
C  7.9230  11.8296  14.1350
C  7.3369  11.9546  15.4359
C  7.6883  11.0524  16.4510
C  8.6341  10.0507  16.1559
C  9.2180  10.0354  14.9329
N  8.8294  10.8805  13.9355
C  7.1771  12.8084  10.6482
C  6.7318  11.4880  10.0540
C  6.0546  11.3644  8.8644
C  5.5939  10.1736  8.4236
C  5.7670  8.9770  9.2128
C  6.4380  9.1266  10.3895
N  7.0541  10.3426  10.7608
H  9.4973  13.7261  10.4711
H  8.8269  14.5645  11.9924
H  10.2254  12.9428  13.5638
H  11.0919  14.2746  12.5409
H  12.8883  13.6067  11.0827
H  14.3933  11.8185  10.1142
H  13.8307  9.4582  10.6723
H  11.9242  8.9612  12.1547
H  6.3931  12.5989  12.8921
H  7.6005  13.8021  13.3900
H  6.6649  12.8296  15.7136
H  7.1796  11.0807  17.4402
H  8.8566  9.2717  16.8463
H  9.9776  9.2777  14.6133
H  7.7304  13.3140  9.8448
H  6.3269  13.4555  10.9636
H  6.0739  12.2928  8.2508
H  5.0977  10.0555  7.4364
H  5.4215  8.0180  8.8454
H  6.4999  8.2065  11.0559
O  9.2770  6.5220  9.5750
C  9.5852  7.6688  9.9309
N  9.4019  8.0821  11.2956
C  9.1625  6.9647  12.1421
O  9.8819  5.9771  12.2769
C  8.0708  7.1409  13.1380
C  7.6972  6.0967  14.0046
C  6.6760  6.3002  14.9257
C  6.0850  7.5903  14.9249
C  6.4189  8.4584  13.9465
N  7.4826  8.3508  13.1559
C  10.0906  8.7366  9.0302
C  10.3707  8.4370  7.7245
C  10.5563  9.4542  6.8448
C  10.2812  10.7807  7.1771
C  9.9138  11.0116  8.5111
N  9.7784  10.0348  9.3989
H  8.1734  5.1128  13.8943
H  6.2820  5.4571  15.5307
H  5.3796  7.9017  15.7100
H  5.7580  9.2567  13.7356
H  10.3839  7.3915  7.4900
H  10.9834  9.2948  5.8434
H  10.5850  11.6743  6.6123
H  9.8593  11.9950  8.9210
Br  14.3037  9.4196  16.3366
C  13.6980  8.1305  15.2004
C  14.6655  7.4551  14.4079
C  14.2869  6.5719  13.4749
C  12.9424  6.1581  13.4261
C  12.0094  6.8448  14.1936
N  12.4111  7.7596  15.1091
H  15.7007  7.7819  14.4846
H  15.0053  6.2783  12.7248
H  12.4856  5.4634  12.6793
H  10.9434  6.7771  14.0994

Forces on atoms 1 to 6 (eV/Å):
Zr 1.05 0.56 1.27
C 1.31 0.13 -1.17
C 0.07 0.66 0.15
C 0.20 -1.63 0.23
C 0.09 1.44 -0.65
C -0.28 -1.64 1.93

Atomic partial charges in e from the Mulliken method, atoms 1 to 8: atom 1 (Zr): -0.79, atom 2 (C): -0.99, atom 3 (C): -0.76, atom 4 (C): 0.37, atom 5 (C): -0.69, atom 6 (C): -0.74, atom 7 (C): -0.85, atom 8 (C): -0.23


# 2
Entry from the Open Molecules 2025 dataset: a cluster of 2 separate species, C7H8IO2Si in total at a distorted geometry (wB97M-V/def2-TZVPD).

Properties
E_LUMO = 2.977 eV
gap between HOMO and LUMO = 6.81 eV
total energy = -27460.341 eV
ΔE to the lowest compared entry with this formula, charge and spin = 72.6 kcal per mole
F_max = 6.16 eV/A
total charge = -1
E_HOMO = -3.83 eV

Atoms and positions in Å:
C  2.7584  -1.3371  0.6547
C  1.7226  -0.9991  1.4952
C  2.6843  -1.3119  -0.7623
C  0.4239  -0.5825  1.1022
C  -3.5153  3.2109  0.9917
C  1.6451  -0.9083  -1.4305
C  0.0669  -0.3459  -0.1358
O  -4.5997  3.0772  0.7283
O  -2.3970  3.4084  1.1945
Si  -1.2345  0.4239  -1.1436
I  -3.0285  -1.7940  0.0937
H  3.5881  -1.7301  1.1182
H  2.0498  -1.1925  2.6674
H  3.4030  -1.8806  -1.3441
H  -0.1280  -0.0519  1.8499
H  1.4133  -0.8044  -2.5238
H  -0.7053  1.7827  -1.6280
H  -2.3350  1.2302  -0.5122
H  -1.8121  -0.1952  -2.4156

Forces on atoms 1 to 6 (eV/Å):
C -2.85 0.73 0.78
C 3.01 -1.64 2.20
C 0.87 -1.34 -0.40
C 0.79 1.49 0.97
C 3.29 0.51 0.14
C -5.62 2.37 0.87

Atomic partial charges in e from the Mulliken method, atoms 1 to 8: atom 1 (C): -0.31, atom 2 (C): -0.01, atom 3 (C): -0.21, atom 4 (C): -0.06, atom 5 (C): 0.70, atom 6 (C): -0.65, atom 7 (C): -0.15, atom 8 (O): -0.32